No. 1
Here is a molecular structure, C19H47FKN4Na2O10PS3 in a non-equilibrium geometry from OMol25. Energies are from ωB97M-V with the def2-TZVPD basis set.

Summary:
- strongest force on any atom (eV/A) = 3.822
- LUMO level (eV) = -3.69
- gap between HOMO and LUMO (eV) = 1.45

ORCA input file:
```
! wB97M-V def2-TZVPD RIJCOSX def2/J DEFGRID3
* xyz 0 1
C -1.70 -5.74 1.72
C -2.34 -4.44 1.05
O -1.50 -3.28 1.16
C -0.75 -3.04 -0.03
C 0.79 -2.84 0.41
N 1.42 -1.67 -0.18
C 1.63 -1.72 -1.65
C 1.65 -3.14 -2.34
N 0.58 -3.61 -2.91
C 2.52 -1.11 0.59
N 3.42 -1.82 1.49
P 2.97 -2.04 3.14
S 4.18 -1.16 4.42
C 4.52 -2.61 0.96
C 5.94 -1.86 1.20
C 4.47 -3.06 -0.54
C 5.90 -3.74 -0.99
N 2.68 0.30 0.56
S 3.96 1.02 1.52
C 1.86 1.27 -0.22
C 1.45 2.61 0.63
C -0.06 3.06 0.30
O -0.24 4.48 0.40
C -0.28 4.90 1.77
H -1.35 -5.45 2.75
H -0.84 -6.16 1.14
H -2.49 -6.54 1.88
H -2.70 -4.62 0.00
H -3.27 -4.22 1.66
H -1.14 -2.10 -0.52
H -0.79 -3.96 -0.67
H 0.72 -2.65 1.53
H 1.38 -3.81 0.33
H 2.55 -1.11 -1.92
H 0.77 -1.16 -2.13
H 2.55 -3.81 -2.45
H -0.19 -2.93 -2.78
H 2.78 -3.42 3.52
H 1.67 -1.42 3.37
H 4.62 -3.56 1.58
H 6.69 -2.65 1.51
H 6.31 -1.34 0.28
H 5.88 -1.15 2.07
H 4.28 -2.25 -1.29
H 3.69 -3.92 -0.59
H 5.68 -4.19 -2.04
H 6.70 -2.99 -1.15
H 6.20 -4.62 -0.31
H 5.11 0.89 0.74
H 2.50 1.66 -1.07
H 0.89 0.87 -0.63
H 2.10 3.46 0.28
H 1.47 2.46 1.77
H -0.40 2.69 -0.72
H -0.74 2.57 1.06
H 0.73 5.22 2.18
H -0.94 5.84 1.83
H -0.79 4.15 2.46
O -0.38 -0.30 -3.69
H 0.25 0.04 -4.33
H -1.09 -0.67 -4.22
C -4.37 3.77 0.73
C -3.62 4.56 -0.33
C -4.55 4.44 -1.52
O -5.88 4.33 -1.00
C -5.81 4.11 0.41
H -4.08 4.03 1.75
H -4.19 2.70 0.59
H -3.54 5.61 -0.02
H -2.62 4.19 -0.53
H -4.34 3.53 -2.09
H -4.48 5.30 -2.19
H -6.13 5.03 0.92
H -6.50 3.31 0.69
O -3.19 0.29 -0.55
S -4.12 -0.82 -0.83
O -3.39 -1.88 -1.57
O -5.23 -0.31 -1.66
O -4.65 -1.36 0.43
Na 4.67 -5.38 -1.66
O -2.43 7.51 1.03
H -1.76 6.99 0.56
H -3.05 7.76 0.34
Na -1.90 -0.10 -5.45
F -1.06 2.35 -3.79
O -8.69 5.01 -0.40
H -7.82 5.09 -0.80
K 1.25 0.30 3.04
*
```



No. 2
Here is a molecular structure, C15H23NNbO4 in a non-equilibrium geometry from OMol25. Energies are from ωB97M-V with the def2-TZVPD basis set.

Summary:
- strongest force on any atom (eV/A) = 2.724
- LUMO level (eV) = 2.16
- gap between HOMO and LUMO (eV) = 7.36

ORCA input file:
```
! wB97M-V def2-TZVPD RIJCOSX def2/J DEFGRID3
* xyz -1 1
C -3.51 -1.77 -1.84
C -2.98 -2.29 -3.18
O -3.38 -3.31 -3.69
O -2.03 -1.54 -3.85
C -0.84 -1.46 -3.00
O -0.10 -2.40 -3.04
C -0.67 -0.18 -2.23
Nb 0.60 -0.27 -0.31
N 2.21 -1.29 -1.25
C -0.94 0.78 0.97
C -0.83 2.33 1.19
C 0.58 2.91 1.31
C 1.52 2.48 2.23
C 2.80 3.03 2.24
C 3.12 4.01 1.32
C 2.19 4.49 0.39
C 0.93 3.92 0.41
C -0.35 -2.26 0.37
C 0.72 -3.03 1.19
C 0.10 -4.21 2.20
O 0.71 -2.77 2.54
H -2.95 -2.19 -0.99
H -3.52 -0.67 -1.81
H -4.56 -2.09 -1.78
H -0.22 0.56 -2.91
H -1.65 0.23 -1.92
H 1.39 1.28 -0.86
H 1.67 -0.30 1.19
H 2.99 -1.32 -0.59
H 2.50 -0.66 -2.00
H -0.90 0.31 1.98
H -1.95 0.57 0.58
H -1.40 2.85 0.41
H -1.33 2.56 2.15
H 1.23 1.69 2.92
H 3.54 2.66 2.95
H 4.12 4.44 1.30
H 2.41 5.26 -0.35
H 0.18 4.26 -0.31
H -1.17 -2.14 1.10
H -0.58 -2.95 -0.46
H 1.67 -3.27 0.68
H -0.46 -4.12 3.15
H -0.86 -4.13 1.60
*
```



No. 3
Here is a molecular structure, C52H112AsF6N14O10 in a non-equilibrium geometry from OMol25. Energies are from ωB97M-V with the def2-TZVPD basis set.

Summary:
- strongest force on any atom (eV/A) = 3.092
- LUMO level (eV) = -8.15
- gap between HOMO and LUMO (eV) = 8.36
- ΔE to the lowest compared entry with this formula, charge and spin (kJ/mol) = 252.52

ORCA input file:
```
! wB97M-V def2-TZVPD RIJCOSX def2/J DEFGRID3
* xyz 5 1
C -1.73 3.78 7.82
C -0.50 3.11 7.26
N -0.77 2.10 6.18
C -1.23 2.49 4.95
C -1.30 1.37 4.20
N -0.91 0.30 4.97
C -0.62 0.76 6.17
C -0.87 -1.10 4.54
H -1.39 4.37 8.65
H -2.39 3.01 8.20
H -2.20 4.36 7.01
H 0.16 2.73 8.04
H 0.13 3.91 6.84
H -1.45 3.53 4.76
H -1.64 1.27 3.19
H -0.47 0.14 7.03
H 0.06 -1.25 3.98
H -1.79 -1.32 4.03
H -0.80 -1.79 5.41
C 2.26 -1.96 -3.65
C 2.95 -2.08 -4.96
N 3.25 -0.76 -5.57
C 2.93 -0.33 -6.82
C 3.47 0.90 -7.03
N 4.19 1.16 -5.88
C 4.11 0.14 -4.99
C 5.11 2.34 -5.73
H 2.08 -2.93 -3.23
H 1.36 -1.34 -3.77
H 3.01 -1.54 -3.00
H 2.24 -2.54 -5.63
H 3.81 -2.81 -4.95
H 2.34 -1.00 -7.42
H 3.45 1.52 -7.91
H 4.46 0.11 -3.94
H 5.64 2.28 -4.80
H 4.52 3.25 -5.67
H 5.80 2.28 -6.57
C 3.34 4.07 2.09
C 4.31 4.98 1.21
N 4.16 6.42 1.54
C 4.78 7.12 2.64
C 4.39 8.38 2.62
N 3.48 8.53 1.53
C 3.42 7.35 0.93
C 2.77 9.75 1.05
H 2.30 4.40 2.07
H 3.53 4.17 3.16
H 3.49 3.03 1.79
H 4.02 4.91 0.18
H 5.35 4.62 1.29
H 5.47 6.64 3.34
H 4.67 9.19 3.29
H 2.88 7.10 0.04
H 2.25 9.44 0.13
H 3.46 10.59 0.92
H 2.00 10.02 1.80
C 8.04 -0.15 5.21
C 6.56 0.13 5.09
N 6.06 0.11 3.71
C 6.18 1.18 2.83
C 5.85 0.74 1.61
N 5.55 -0.62 1.76
C 5.74 -0.96 2.98
C 5.08 -1.50 0.69
H 8.43 -0.02 6.20
H 8.61 0.40 4.44
H 8.21 -1.21 4.98
H 6.38 1.14 5.46
H 5.98 -0.53 5.70
H 6.54 2.14 3.13
H 5.64 1.27 0.70
H 5.66 -1.96 3.35
H 5.61 -2.46 0.83
H 5.41 -1.01 -0.27
H 4.02 -1.77 0.76
C -0.52 3.61 -0.65
C -1.61 4.58 0.03
N -2.17 5.47 -1.06
C -2.17 6.87 -1.09
C -2.79 7.24 -2.23
N -3.15 6.01 -2.94
C -2.77 4.98 -2.18
C -3.76 5.87 -4.27
H 0.48 4.10 -0.52
H -0.81 3.56 -1.72
H -0.48 2.63 -0.22
H -1.14 5.30 0.74
H -2.39 3.95 0.47
H -1.85 7.50 -0.28
H -3.00 8.19 -2.67
H -2.94 3.92 -2.42
H -3.63 4.83 -4.60
H -3.24 6.54 -4.97
H -4.83 6.07 -4.20
C -1.50 -2.26 -1.53
C -1.21 -1.30 -0.41
C 0.22 -0.78 -0.22
O 0.23 -0.49 1.20
C 1.25 0.51 1.50
N -2.14 -0.07 -0.60
H -2.04 0.35 -1.56
H -3.12 -0.45 -0.66
H -2.18 0.66 0.13
H -1.34 -1.90 -2.56
H -2.54 -2.58 -1.39
H -0.95 -3.14 -1.21
H -1.41 -1.87 0.50
H 0.41 0.16 -0.78
H 0.98 -1.52 -0.52
H 2.25 0.07 1.56
H 0.96 1.06 2.37
H 1.42 1.25 0.71
C -8.23 -0.19 1.44
C -7.52 -1.44 0.93
C -6.89 -1.30 -0.48
O -6.62 -2.62 -0.91
C -6.01 -2.83 -2.13
N -6.38 -1.82 1.77
H -5.86 -2.63 1.40
H -5.67 -1.00 1.86
H -6.65 -1.95 2.74
H -7.58 0.66 1.57
H -8.67 -0.43 2.42
H -9.01 0.09 0.73
H -8.19 -2.29 0.86
H -5.99 -0.67 -0.50
H -7.73 -0.86 -1.05
H -6.00 -1.94 -2.77
H -6.55 -3.58 -2.73
H -4.96 -3.05 -1.93
C 1.52 -9.90 3.16
C 1.65 -8.87 1.99
C 1.40 -7.47 2.37
O 1.75 -6.56 1.39
C 1.21 -5.27 1.64
N 3.04 -8.96 1.35
H 3.68 -8.79 2.11
H 3.25 -9.88 0.99
H 3.14 -8.25 0.62
H 0.55 -9.68 3.63
H 2.29 -9.83 3.90
H 1.48 -10.90 2.71
H 1.00 -9.16 1.18
H 1.76 -7.17 3.37
H 0.31 -7.44 2.46
H 1.58 -4.70 0.79
H 1.47 -4.84 2.62
H 0.11 -5.33 1.54
C -3.77 -2.92 -4.31
C -2.96 -3.46 -5.50
C -1.59 -4.07 -5.10
O -1.86 -5.30 -4.52
C -0.89 -5.69 -3.52
N -3.72 -4.60 -6.10
H -4.74 -4.53 -6.24
H -3.31 -5.01 -6.96
H -3.50 -5.41 -5.55
H -3.79 -3.69 -3.54
H -4.80 -2.82 -4.60
H -3.21 -2.02 -4.06
H -2.84 -2.67 -6.26
H -1.07 -3.28 -4.54
H -0.95 -4.32 -5.97
H 0.10 -5.55 -3.95
H -0.99 -6.75 -3.25
H -1.03 -5.07 -2.63
As -3.38 -3.92 2.12
F -4.70 -3.44 3.07
F -4.01 -5.54 1.84
F -2.04 -4.38 1.11
F -2.63 -2.33 2.23
F -2.42 -4.40 3.45
F -4.17 -3.21 0.78
C -4.90 2.35 2.52
C -4.08 1.25 1.85
O -2.95 1.50 1.36
O -4.67 0.16 1.73
H -5.59 1.81 3.19
H -5.52 2.79 1.74
H -4.30 3.11 3.03
C 2.96 1.77 -2.66
C 3.72 1.09 -1.56
O 4.33 0.06 -1.84
O 3.80 1.66 -0.48
H 3.58 2.44 -3.29
H 2.21 2.45 -2.28
H 2.51 1.03 -3.30
C -1.74 1.27 -5.42
C -2.03 1.26 -3.97
O -2.38 2.27 -3.33
O -1.94 0.16 -3.42
H -2.53 0.99 -6.06
H -0.93 0.53 -5.51
H -1.38 2.26 -5.69
*
```



Number 1: E_tot -4283.0914 Eh, HOMO energy -5.14 eV. Number 2: E_tot -997.7442 Eh, HOMO energy -5.19 eV. Number 3: E_tot -6401.0114 Eh, HOMO energy -16.50 eV.